Record 1
Density functional theory data (ωB97M-V/def2-TZVPD) for a structure of composition C37H52AsBaNOS6SbSi.

Each line ends with the Mulliken charge.
CARTESIAN COORDINATES (ANGSTROEM)
Ba: 0.56 0.18 1.05  -0.5345
C: 3.20 -3.33 2.51  -1.1438
C: 1.96 -4.19 2.70  -1.0135
S: 0.67 -3.78 1.49  0.4535
C: -0.80 -4.39 2.35  -0.6103
C: -1.25 -3.54 3.52  -0.9901
S: -1.75 -1.89 2.97  0.2937
C: -1.91 -1.02 4.54  -1.1026
C: -0.60 -0.77 5.28  -0.7870
S: 0.47 0.36 4.36  0.3309
C: 2.10 -0.13 4.97  -0.6918
C: 2.56 -1.51 4.54  -0.8021
S: 2.97 -1.56 2.78  0.4472
H: 3.56 -3.41 1.49  0.4174
H: 3.99 -3.69 3.17  0.5008
H: 1.56 -4.08 3.70  0.3100
H: 2.24 -5.24 2.57  0.5014
H: -0.63 -5.42 2.68  0.5846
H: -1.57 -4.43 1.57  -0.0125
H: -0.44 -3.44 4.25  0.3385
H: -2.10 -4.01 4.02  0.5302
H: -2.59 -1.58 5.18  0.4976
H: -2.40 -0.08 4.29  0.4615
H: -0.07 -1.70 5.47  0.3161
H: -0.83 -0.32 6.25  0.4816
H: 2.10 -0.06 6.06  0.5705
H: 2.77 0.64 4.58  0.1747
H: 1.79 -2.26 4.74  0.1399
H: 3.45 -1.79 5.11  0.5064
C: -3.22 5.32 -0.14  -0.9316
Si: -1.44 5.71 -0.56  0.0186
C: -1.48 7.00 -1.92  -1.2146
C: -0.49 6.43 0.87  -1.0196
C: -0.52 4.22 -1.26  0.3902
C: 0.03 4.27 -2.52  0.0278
C: 0.76 3.20 -3.05  -1.4044
C: 0.92 2.09 -2.25  -0.5854
N: 0.41 2.00 -1.02  0.7314
C: -0.33 3.02 -0.51  0.1272
S: -1.02 2.84 1.08  -0.2944
H: -3.75 6.24 0.09  0.4407
H: -3.29 4.64 0.71  0.2837
H: -3.70 4.86 -1.00  0.2082
H: -2.03 7.88 -1.56  0.3364
H: -1.99 6.64 -2.81  0.3184
H: -0.48 7.34 -2.21  0.3372
H: -1.05 7.27 1.30  0.3625
H: 0.47 6.82 0.53  0.2954
H: -0.32 5.69 1.65  0.2752
H: -0.09 5.16 -3.13  0.4027
H: 1.19 3.23 -4.04  0.4529
H: 1.48 1.22 -2.59  0.2087
S: 1.48 -1.66 -1.42  -0.3954
Sb: -0.56 -2.06 -2.31  1.5268
C: -1.53 -3.79 -1.58  0.6584
C: -2.87 -3.77 -1.23  -0.3837
C: -3.49 -4.94 -0.80  -0.7228
C: -2.76 -6.11 -0.72  -0.5768
C: -1.41 -6.13 -1.07  -0.4882
C: -0.79 -4.97 -1.50  -0.7414
C: -1.87 -0.46 -1.97  0.4294
C: -2.05 0.53 -2.92  -0.9518
C: -2.84 1.63 -2.61  -0.5086
C: -3.44 1.73 -1.37  -0.4759
C: -3.27 0.73 -0.42  -0.9378
C: -2.49 -0.37 -0.72  -0.4406
C: -0.32 -2.36 -4.37  0.4882
C: 0.72 -1.73 -5.04  -0.5579
C: 0.87 -1.91 -6.40  -0.6017
C: -0.02 -2.72 -7.09  -0.4574
C: -1.06 -3.36 -6.42  -0.6615
C: -1.22 -3.17 -5.06  -0.4426
H: -3.45 -2.85 -1.30  0.5228
H: -4.53 -4.93 -0.53  0.4448
H: -3.24 -7.02 -0.39  0.3973
H: -0.85 -7.05 -1.01  0.4453
H: 0.26 -4.98 -1.76  0.4007
H: -1.57 0.46 -3.89  0.4944
H: -2.97 2.42 -3.34  0.3869
H: -4.04 2.60 -1.13  0.4421
H: -3.73 0.82 0.55  0.4744
H: -2.36 -1.15 0.03  0.8325
H: 1.43 -1.12 -4.48  0.3325
H: 1.68 -1.43 -6.93  0.4032
H: 0.09 -2.87 -8.16  0.3841
H: -1.75 -3.99 -6.96  0.3980
H: -2.02 -3.67 -4.53  0.3866
C: 4.18 1.00 -0.08  -0.5911
As: 3.64 2.19 1.33  0.6339
C: 3.21 3.89 0.57  -0.7053
C: 5.13 2.36 2.52  -1.1722
O: 2.33 1.52 2.10  -0.1958
H: 5.09 1.35 -0.56  0.4674
H: 3.38 0.93 -0.82  -0.0434
H: 4.36 0.02 0.36  0.2430
H: 4.09 4.35 0.13  0.4711
H: 2.80 4.52 1.35  0.3482
H: 2.45 3.72 -0.19  -0.0098
H: 5.98 2.80 2.01  0.4163
H: 5.39 1.36 2.88  0.3204
H: 4.84 2.99 3.36  0.3776

Output
- HOMO: -0.3329 hartree
- Kohn-Sham gap: 0.2699 Ha
- Net charge: +1
- 2S+1: 1

***

Record 2
Density functional theory data (ωB97M-V/def2-TZVPD) for a structure of composition C37H52BBr34NO4P.

Each line ends with the Mulliken charge.
CARTESIAN COORDINATES (ANGSTROEM)
C: -6.48 -3.16 1.42  -1.4745
C: -5.80 -4.11 0.38  1.2555
C: -6.54 -4.30 -0.88  -0.6367
C: -6.08 -5.18 -1.95  -1.0812
C: -4.80 -5.87 -1.72  -1.2554
C: -4.03 -5.69 -0.43  0.6823
C: -4.51 -4.80 0.66  0.2424
C: -3.79 -4.58 2.03  -1.2527
B: -2.48 -3.56 1.96  0.3644
Br: -1.81 -3.45 3.90  -0.4318
C: -2.86 -2.07 1.44  -0.2799
C: -1.64 -1.06 1.40  -1.2155
O: -1.91 0.21 2.07  -0.4556
C: -0.99 1.25 1.65  0.0384
C: -0.05 1.51 2.91  -0.9363
O: 0.30 2.89 3.08  -0.2498
C: 1.32 3.31 2.24  1.0543
C: 1.37 4.75 1.94  0.2686
C: 2.41 5.36 1.11  -0.6085
C: 3.49 4.54 0.54  0.2897
C: 4.68 5.11 -0.33  2.5994
C: 5.92 5.22 0.69  -1.6442
C: 5.12 4.05 -1.40  -1.2339
C: 4.45 6.56 -0.89  -1.8768
C: 3.59 6.67 -2.21  2.0391
C: 3.14 8.21 -2.30  -1.2495
C: 4.44 6.43 -3.54  -1.5871
C: 2.26 5.84 -2.21  -1.7572
C: 3.42 3.07 0.81  0.1201
C: 2.36 2.48 1.65  -1.1489
P: -1.07 -4.43 0.98  0.8240
N: 0.40 -3.94 1.39  -0.7769
O: -1.23 -4.11 -0.69  -0.4328
O: -1.10 -6.11 1.31  -0.1554
H: -7.14 -3.79 2.10  0.2721
H: -5.72 -2.63 2.05  0.1847
H: -7.14 -2.42 0.90  0.3872
H: -7.50 -3.76 -1.05  0.2201
H: -6.66 -5.32 -2.89  0.4818
H: -4.42 -6.54 -2.53  0.3149
H: -3.06 -6.28 -0.31  0.5533
H: -3.52 -5.59 2.45  0.2068
H: -4.55 -4.15 2.74  0.4619
H: -3.37 -2.18 0.43  0.3441
H: -3.65 -1.67 2.14  -0.0153
H: -1.36 -0.93 0.32  0.6306
H: -0.77 -1.60 1.89  0.4089
H: -1.61 2.19 1.55  0.3541
H: -0.42 0.99 0.73  0.4211
H: -0.70 1.24 3.80  0.4176
H: 0.82 0.80 2.96  0.1364
H: 0.58 5.41 2.36  -0.5184
H: 2.42 6.46 0.91  0.1372
H: 5.92 4.39 1.44  0.3148
H: 6.86 5.29 0.09  0.4315
H: 5.82 6.22 1.21  0.3601
H: 5.86 4.56 -2.09  0.3613
H: 5.71 3.25 -0.89  0.1113
H: 4.28 3.60 -1.99  0.1253
H: 4.06 7.23 -0.06  0.4238
H: 5.48 6.98 -1.13  0.4068
H: 4.06 8.85 -2.42  -0.0188
H: 2.68 8.52 -1.33  0.3703
H: 2.49 8.38 -3.20  0.4325
H: 4.29 5.35 -3.82  0.3542
H: 5.52 6.68 -3.41  0.2484
H: 3.94 7.01 -4.37  0.4297
H: 1.52 6.35 -1.53  0.2813
H: 2.38 4.75 -1.98  0.2816
H: 1.81 5.92 -3.24  0.4837
H: 4.15 2.33 0.41  -0.5248
H: 2.37 1.38 1.81  0.2574
H: 0.92 -4.77 1.73  0.1302
H: -1.31 -5.00 -1.08  0.0206
H: -0.55 -6.28 2.10  -0.2047
C: 7.67 0.19 -0.89  0.4750
Br: 7.23 -0.61 -2.60  -0.0188
Br: 9.18 1.39 -1.03  -0.0471
Br: 6.14 1.04 -0.08  0.2059
H: 7.97 -0.62 -0.23  -0.4123
C: -2.30 -10.01 -0.04  -0.4241
Br: -0.49 -10.23 -0.70  -0.0734
Br: -2.42 -10.37 1.85  -0.0488
Br: -3.01 -8.25 -0.44  0.3502
H: -2.92 -10.74 -0.55  0.3710
C: 4.74 12.20 -2.35  -0.3460
Br: 3.67 11.50 -0.90  -0.0045
Br: 4.88 10.95 -3.82  -0.0049
Br: 4.11 13.93 -2.93  -0.0415
H: 5.74 12.34 -1.96  0.4093
C: -2.55 -6.61 -5.29  -0.3014
Br: -1.91 -5.95 -3.59  0.1824
Br: -3.78 -8.08 -5.07  -0.0303
Br: -3.32 -5.19 -6.36  -0.0378
H: -1.69 -6.99 -5.83  0.3729
C: -3.95 1.44 -1.30  -0.4470
Br: -5.41 2.44 -0.51  -0.1048
Br: -2.80 2.58 -2.37  -0.1153
Br: -2.94 0.44 0.03  0.2435
H: -4.40 0.72 -1.98  0.3674
C: -5.06 -2.71 -8.75  0.4358
Br: -5.53 -3.53 -10.44  -0.0200
Br: -3.56 -1.50 -8.94  0.0018
Br: -6.58 -1.85 -7.92  -0.0001
H: -4.74 -3.51 -8.09  -0.4794
C: -1.72 7.24 3.82  -0.3041
Br: -1.33 5.35 3.63  0.0569
Br: -0.21 8.34 3.30  -0.0592
Br: -3.33 7.74 2.88  -0.0554
H: -1.90 7.42 4.88  0.3304
C: 0.50 4.40 7.10  -0.0411
Br: -0.96 5.39 7.91  -0.0333
Br: 1.66 5.55 6.08  0.0039
Br: 1.48 3.37 8.41  -0.0445
H: 0.06 3.70 6.41  0.1018
C: 7.04 -2.51 2.38  -0.3706
Br: 8.67 -2.73 1.36  -0.0713
Br: 7.06 -0.88 3.42  0.0030
Br: 5.47 -2.62 1.25  0.0227
H: 6.99 -3.34 3.08  0.3608
C: 1.03 -9.49 4.67  -0.3424
Br: 1.67 -8.78 6.35  -0.0347
Br: -0.22 -10.96 4.94  -0.0474
Br: 0.28 -8.11 3.54  0.1964
H: 1.88 -9.90 4.14  0.3373
C: -7.52 -9.21 -2.12  -0.3243
Br: -8.07 -10.50 -0.77  -0.0686
Br: -8.87 -8.99 -3.49  -0.0663
Br: -7.00 -7.51 -1.34  0.2079
H: -6.64 -9.62 -2.60  0.2713

Output
- HOMO: -0.1960 hartree
- Kohn-Sham gap: 0.2262 Ha
- Net charge: -1
- 2S+1: 1

***

Record 3
Density functional theory data (ωB97M-V/def2-TZVPD) for a structure of composition C37H52BN7O3ReSbSeSi3.

Each line ends with the Mulliken spin population.
CARTESIAN COORDINATES (ANGSTROEM)
Re: -4.55 -13.41 15.39  1.5943
C: -1.29 -10.84 15.49  0.0076
C: -2.24 -11.57 14.72  0.0397
N: -3.01 -12.28 15.54  -0.0151
N: -2.47 -12.17 16.85  0.0806
C: -1.40 -11.37 16.78  0.0636
B: -2.72 -13.27 17.89  -0.0756
N: -4.25 -13.16 18.21  0.0903
C: -4.90 -13.28 19.35  0.0475
C: -6.19 -13.75 19.19  0.0280
C: -6.35 -13.97 17.83  0.0289
N: -5.18 -13.59 17.17  -0.0662
N: -2.45 -14.68 17.27  -0.0109
C: -2.05 -15.88 17.86  0.0117
C: -2.42 -16.95 17.09  -0.0043
C: -3.07 -16.36 15.97  0.0070
N: -3.12 -15.03 16.08  0.0388
H: -0.57 -10.14 15.03  -0.0019
H: -2.34 -11.66 13.66  0.0042
H: -0.76 -11.18 17.65  0.0056
H: -2.03 -13.08 18.85  0.0002
H: -4.44 -12.92 20.26  -0.0034
H: -6.82 -13.87 20.06  0.0001
H: -7.15 -14.44 17.27  -0.0006
H: -1.57 -15.83 18.82  0.0004
H: -2.26 -18.01 17.31  -0.0002
H: -3.52 -16.81 15.09  0.0026
O: -3.91 -13.47 13.16  0.0284
C: -4.43 -14.66 12.41  0.0514
C: -5.68 -15.02 13.24  -0.0039
O: -6.70 -15.27 12.61  0.0038
O: -5.59 -14.96 14.57  0.0655
C: -3.37 -15.72 12.51  -0.0151
C: -3.65 -17.05 12.04  0.0015
C: -2.62 -17.98 12.08  -0.0001
C: -1.41 -17.80 12.72  0.0008
C: -1.17 -16.49 13.18  -0.0005
C: -2.13 -15.50 13.09  0.0031
C: -4.76 -14.31 10.89  0.0045
C: -5.84 -13.45 10.49  0.0038
C: -6.05 -13.10 9.14  -0.0002
C: -5.29 -13.74 8.17  0.0004
C: -4.09 -14.46 8.58  -0.0003
C: -3.84 -14.74 9.91  0.0003
H: -4.12 -12.65 12.64  -0.0031
H: -4.63 -17.22 11.62  0.0000
H: -2.70 -19.01 11.61  0.0000
H: -0.59 -18.56 12.75  0.0001
H: -0.16 -16.25 13.61  -0.0001
H: -1.90 -14.55 13.49  -0.0074
H: -6.54 -13.14 11.27  -0.0033
H: -6.75 -12.37 8.84  0.0000
H: -5.48 -13.67 7.10  0.0000
H: -3.45 -14.79 7.75  0.0000
H: -2.83 -15.13 10.15  0.0000
C: -8.98 -11.54 12.47  0.0021
Si: -8.70 -11.80 14.29  0.0175
C: -9.08 -13.50 14.88  0.0048
C: -9.94 -10.59 14.95  -0.0014
Sb: -6.28 -11.22 14.93  -0.0306
Si: -5.51 -9.27 13.33  0.0022
C: -4.99 -10.41 11.91  0.0011
C: -4.12 -8.35 14.20  0.0022
C: -6.99 -8.26 12.67  -0.0019
Si: -6.55 -9.65 17.08  0.0025
C: -7.80 -10.42 18.24  0.0020
C: -7.17 -8.04 16.46  -0.0022
C: -4.69 -9.53 17.74  0.0025
H: -10.10 -11.51 12.23  0.0002
H: -8.46 -12.29 11.86  -0.0002
H: -8.61 -10.53 12.15  -0.0006
H: -9.99 -13.44 15.47  0.0004
H: -8.23 -13.89 15.40  -0.0017
H: -9.25 -14.17 14.01  0.0004
H: -10.93 -10.93 14.58  -0.0003
H: -9.83 -9.56 14.43  -0.0001
H: -9.97 -10.38 16.06  -0.0002
H: -4.98 -9.81 10.96  0.0004
H: -5.57 -11.39 11.74  -0.0016
H: -3.94 -10.62 12.15  -0.0004
H: -3.35 -9.05 14.52  -0.0010
H: -4.54 -7.80 15.07  -0.0008
H: -3.59 -7.64 13.58  0.0006
H: -7.78 -8.30 13.53  -0.0002
H: -7.47 -8.75 11.80  -0.0002
H: -6.81 -7.19 12.46  -0.0001
H: -7.38 -10.40 19.23  0.0001
H: -7.98 -11.45 17.98  0.0000
H: -8.71 -9.80 18.25  0.0002
H: -8.28 -8.18 16.28  -0.0001
H: -6.66 -7.71 15.59  0.0010
H: -6.94 -7.28 17.26  -0.0002
H: -3.97 -9.31 16.98  0.0001
H: -4.43 -10.49 18.21  0.0004
H: -4.56 -8.82 18.51  0.0002
Se: -8.71 -19.58 18.04  0.9041
C: -7.41 -18.98 19.22  -0.0842
C: -6.88 -19.87 20.23  0.0817
C: -5.88 -19.43 21.07  -0.0354
N: -5.60 -18.14 21.16  0.0958
C: -6.10 -17.27 20.29  -0.0399
C: -7.00 -17.64 19.29  0.0807
H: -7.16 -20.91 20.18  0.0035
H: -5.28 -20.10 21.73  -0.0016
H: -5.63 -16.27 20.28  -0.0069
H: -7.30 -16.95 18.51  0.0027

Output
- HOMO (spin up / spin down): -0.3686 / -0.3636 hartree
- Kohn-Sham gap (spin up / spin down): 0.2970 / 0.2226 Ha
- Net charge: +1
- 2S+1: 4

***

Record 4
Density functional theory data (ωB97M-V/def2-TZVPD) for a structure of composition C37H52IN2O3PRbSi3.

Each line ends with the Mulliken charge.
CARTESIAN COORDINATES (ANGSTROEM)
Rb: 0.55 -0.59 0.46  0.4613
C: -3.76 -2.96 0.22  -0.8654
C: -2.71 -3.62 1.05  0.4427
N: -3.07 -4.44 2.00  -0.7585
C: -2.11 -5.03 2.76  -1.0622
C: -0.77 -4.82 2.58  0.3172
C: 0.22 -5.50 3.48  -0.7671
O: 1.03 -6.47 2.82  -0.5974
C: -0.35 -3.97 1.52  2.0719
C: 1.08 -3.68 1.38  -1.7429
N: 1.83 -3.40 0.37  -0.3824
C: 1.44 -3.54 -0.98  0.5169
C: 0.49 -4.46 -1.43  -0.5167
C: 0.18 -4.56 -2.77  -0.8700
C: 0.79 -3.73 -3.70  -0.5835
C: 1.76 -2.84 -3.28  -0.2647
C: 2.11 -2.77 -1.94  -0.0269
I: 3.63 -1.46 -1.39  0.1796
C: -1.33 -3.30 0.74  0.4644
O: -1.06 -2.44 -0.15  -0.6996
H: -4.73 -3.41 0.44  0.4112
H: -3.81 -1.89 0.43  0.1079
H: -3.54 -3.05 -0.84  0.1309
H: -2.46 -5.70 3.54  0.3148
H: 0.86 -4.76 3.98  0.2406
H: -0.32 -6.04 4.26  0.4071
H: 1.42 -6.07 2.04  0.4674
H: 1.63 -3.64 2.33  0.5193
H: -0.02 -5.08 -0.71  0.6112
H: -0.58 -5.27 -3.09  0.3959
H: 0.52 -3.78 -4.75  0.3776
H: 2.26 -2.19 -3.99  0.3803
C: 3.70 -0.02 2.61  -1.1065
O: 2.45 0.41 2.14  0.0591
Si: 1.88 2.01 2.30  0.1710
C: 2.97 3.03 1.15  -1.0504
C: 2.38 2.50 4.06  -1.1883
C: 0.15 2.03 1.93  1.6158
Si: -0.90 1.00 2.99  -0.6314
C: -0.05 -0.57 3.64  -0.4172
C: -2.43 0.28 2.13  -0.2662
C: -1.56 1.86 4.53  -1.1397
Si: -0.53 3.64 1.45  0.2083
C: 0.23 4.40 -0.12  -0.8748
C: -2.39 3.61 1.08  -1.2264
C: -0.34 5.00 2.76  -1.1755
H: 3.75 0.01 3.70  0.2653
H: 4.52 0.58 2.20  0.2834
H: 3.85 -1.06 2.29  0.2169
H: 4.02 2.89 1.41  0.4142
H: 2.75 4.10 1.21  0.2867
H: 2.82 2.72 0.11  0.0472
H: 3.46 2.57 4.20  0.3163
H: 1.99 1.78 4.79  0.3068
H: 1.94 3.47 4.30  0.3122
H: 0.35 -1.20 2.85  -0.1613
H: -0.78 -1.17 4.19  0.4230
H: 0.79 -0.34 4.31  0.2932
H: -2.18 -0.33 1.25  -0.4334
H: -3.13 1.05 1.80  0.5055
H: -2.95 -0.38 2.83  0.4282
H: -0.73 2.22 5.15  0.2973
H: -2.17 1.18 5.14  0.3304
H: -2.18 2.73 4.29  0.2695
H: 0.66 3.65 -0.79  -0.1628
H: 1.03 5.11 0.12  0.4462
H: -0.53 4.95 -0.68  0.4096
H: -2.63 2.89 0.30  0.2226
H: -2.70 4.60 0.73  0.3985
H: -2.99 3.36 1.96  0.3015
H: 0.72 5.22 2.95  0.2388
H: -0.79 4.71 3.71  0.2951
H: -0.80 5.93 2.42  0.3336
C: -1.09 1.09 -1.56  -1.3126
P: 0.28 0.56 -2.67  1.2612
C: -0.64 -0.20 -4.05  0.3726
C: -0.29 0.03 -5.38  -0.6933
C: -0.90 -0.68 -6.40  -0.5943
C: -1.85 -1.65 -6.11  -0.5465
C: -2.19 -1.90 -4.79  -0.5771
C: -1.58 -1.18 -3.77  -0.2160
C: 0.81 2.19 -3.31  -0.0447
C: 2.13 2.57 -3.04  -0.2864
C: 2.58 3.84 -3.39  -0.5043
C: 1.73 4.73 -4.01  -0.4173
C: 0.42 4.36 -4.30  -0.8018
C: -0.04 3.10 -3.94  -0.1808
H: -1.60 0.22 -1.15  0.4176
H: -1.83 1.72 -2.06  0.6920
H: -0.65 1.65 -0.72  -0.4451
H: 0.45 0.78 -5.62  0.4151
H: -0.62 -0.48 -7.43  0.4076
H: -2.32 -2.20 -6.91  0.3592
H: -2.92 -2.66 -4.55  0.4117
H: -1.82 -1.43 -2.74  -0.0722
H: 2.78 1.87 -2.54  0.2485
H: 3.60 4.12 -3.15  0.4208
H: 2.07 5.72 -4.28  0.3709
H: -0.26 5.05 -4.78  0.3812
H: -1.06 2.81 -4.16  0.3912

Output
- HOMO: -0.1631 hartree
- Kohn-Sham gap: 0.2384 Ha
- Net charge: -1
- 2S+1: 1

***

Calculated total energy per entry: -183709.3513; -2440296.4803; -154104.8901; -90019.8183 eV